No. 1
{
  "formula": "C4H17NO3",
  "method": "wB97M-V/def2-TZVPD",
  "charge": 0,
  "orbital_gap_ev": 3.704,
  "lumo_energy_ha": -0.1952,
  "e_above_lowest_ev": 10.327,
  "e_homo_ev": -9.02,
  "symbols": ["C", "N", "C", "C", "C", "H", "H", "H", "H", "H", "H", "H", "H", "H", "H", "H", "H", "H", "O", "H", "H", "O", "H", "H", "O"],
  "positions_angstrom": [[0.867306, -1.733894, -0.029429], [0.356428, -0.898464, 1.123421], [-1.810586, 0.148337, 0.509143], [-0.365723, 0.310980, 0.906897], [0.287517, 1.452246, 0.039315], [0.000331, -1.801006, -0.694721], [1.155990, -2.722312, 0.323511], [1.669972, -1.190139, -0.555372], [0.334485, 2.853094, 3.593022], [-1.890135, -0.358971, -0.479705], [-2.413193, 1.060740, 0.477956], [-2.399286, -0.443401, 1.222754], [-0.323318, 0.685197, 1.980331], [-0.200229, 2.368805, 0.366310], [0.210996, 1.124862, -1.000576], [1.334189, 1.459990, 0.376281], [2.200571, 1.610066, 3.236824], [-0.113440, 0.426358, -4.162977], [0.037881, 0.218308, -3.252006], [1.186593, -0.576323, 1.618763], [0.319614, 3.571965, 3.663668], [1.913661, 1.025399, 2.523945], [-0.730944, -0.372470, -2.843309], [-1.843495, -1.850144, -2.493480], [-1.308089, -1.289360, -1.904590]],
  "forces_ev_per_angstrom": [[-2.3, -0.2, 0.3], [2.2, 1.9, -2.2], [-0.4, -0.2, 1.1], [-2.3, -1.5, 0.4], [1.6, -0.8, 1.1], [0.5, -0.4, -0.2], [0.2, 0.2, 0.0], [0.1, 0.0, 0.5], [0.0, -0.8, -0.1], [0.0, -0.4, -0.6], [0.7, 0.4, -0.3], [0.5, -0.5, -0.2], [0.5, 1.0, 0.2], [-0.1, -0.1, -0.5], [-0.3, 0.4, 0.0], [-0.3, 0.4, -0.3], [-0.3, 0.0, 0.1], [-0.3, 0.1, -0.6], [-0.2, -0.2, 0.9], [0.1, -0.1, 0.8], [0.0, 0.8, 0.1], [-0.3, -0.5, -0.3], [1.2, 0.8, -0.4], [-0.1, 0.1, 0.5], [-0.8, -0.4, -0.1]]
}


No. 2
{
  "formula": "C20H48F2InNO24S6",
  "method": "wB97M-V/def2-TZVPD",
  "charge": 2,
  "orbital_gap_ev": 1.842,
  "lumo_energy_ha": -0.4560,
  "e_homo_ev": -14.25,
  "symbols": ["In", "N", "S", "O", "O", "F", "S", "O", "O", "F", "C", "C", "C", "S", "O", "O", "C", "H", "H", "H", "H", "H", "H", "H", "H", "C", "C", "C", "S", "O", "O", "C", "H", "H", "H", "H", "H", "H", "H", "H", "C", "C", "O", "S", "O", "O", "O", "H", "H", "H", "H", "C", "C", "O", "S", "O", "O", "O", "H", "H", "H", "H", "C", "C", "O", "O", "H", "H", "H", "H", "H", "H", "C", "C", "O", "O", "H", "H", "H", "H", "H", "H", "C", "C", "O", "O", "H", "H", "H", "H", "H", "H", "C", "C", "O", "O", "H", "H", "H", "H", "H", "H"],
  "positions_angstrom": [[3.917692, 0.174159, -3.515874], [1.684600, -0.325652, -1.824547], [1.076798, -1.624914, -1.243810], [-0.075091, -2.166423, -1.888093], [1.284791, -1.831852, 0.162891], [2.219454, -2.608222, -1.832731], [0.744468, 0.729918, -0.876241], [1.571489, 1.473865, 0.013597], [-0.561398, 0.374896, -0.430876], [0.411322, 1.813392, -1.972616], [0.901188, 5.644112, -4.593102], [2.366672, 5.883262, -5.030751], [3.356045, 5.302013, -4.015832], [2.374276, 4.168090, -3.031171], [2.141870, 4.818653, -1.768911], [2.923850, 2.817246, -3.062835], [0.901696, 4.223863, -4.068769], [0.192040, 5.873641, -5.380846], [0.662610, 6.304841, -3.755253], [2.475732, 6.962955, -5.134823], [2.557521, 5.492015, -6.029812], [3.697605, 6.080793, -3.338728], [4.205545, 4.788578, -4.452639], [0.108519, 3.796969, -3.450127], [0.968382, 3.482845, -4.870435], [0.451943, 0.653269, 4.166869], [-0.975617, 1.111839, 3.933630], [-1.213471, 2.439650, 4.612707], [0.387246, 3.300402, 4.269575], [0.872987, 3.773276, 5.533630], [0.294756, 4.163890, 3.125732], [1.352271, 1.807310, 3.726621], [0.658257, -0.272497, 3.619000], [0.583133, 0.321295, 5.201378], [-1.669349, 0.372461, 4.351702], [-1.184215, 1.219908, 2.863886], [-1.316546, 2.350619, 5.693474], [-2.003304, 3.109453, 4.280188], [2.362299, 1.916619, 4.107322], [1.341657, 1.820830, 2.634719], [1.800583, -4.387115, 1.852418], [1.289843, -5.595185, 1.068095], [1.272892, -6.673050, 1.964062], [1.072987, -6.106327, 3.457957], [1.667156, -6.972538, 4.382059], [-0.254661, -5.613522, 3.599369], [2.011924, -4.798378, 3.203599], [1.133621, -3.522231, 1.897440], [2.768735, -3.990786, 1.528464], [1.851738, -5.823401, 0.164224], [0.286239, -5.322407, 0.697818], [-4.324888, 1.327649, -1.764575], [-3.820061, 0.180566, -0.876462], [-3.791743, -0.950595, -1.738622], [-3.416566, -0.436236, -3.254306], [-3.891117, -1.350296, -4.216537], [-2.053328, -0.022998, -3.303391], [-4.298876, 0.881154, -3.121640], [-3.755581, 2.250228, -1.730719], [-5.363908, 1.515623, -1.494990], [-4.500916, 0.020868, -0.046620], [-2.824114, 0.445050, -0.518022], [3.641695, -0.837203, 2.562332], [4.709267, -1.924243, 2.723128], [5.906873, -1.455454, 3.250058], [4.022201, -0.123671, 1.391138], [3.628879, -0.151609, 3.408291], [2.658461, -1.275282, 2.358809], [4.814280, -2.501868, 1.801116], [4.328346, -2.665121, 3.440955], [6.474697, -1.244535, 2.494335], [4.042819, 0.833873, 1.502405], [-2.704234, -4.364846, -2.852569], [-2.484141, -5.725873, -3.497607], [-1.399469, -6.358419, -2.801398], [-3.231911, -4.515199, -1.533168], [-3.403387, -3.781400, -3.458126], [-1.796789, -3.767105, -2.784713], [-2.326428, -5.706723, -4.572586], [-3.343790, -6.399102, -3.352842], [-1.588505, -6.204409, -1.863547], [-4.151882, -4.226679, -1.553680], [-1.804492, 3.785930, 0.368509], [-0.576599, 4.514757, -0.149398], [-0.804372, 5.886107, 0.029098], [-2.940520, 4.078391, -0.396393], [-1.922573, 4.184606, 1.387426], [-1.629567, 2.712389, 0.397896], [-0.440739, 4.246614, -1.208174], [0.337139, 4.201633, 0.365412], [-0.000518, 6.386410, -0.157418], [-2.948362, 5.045421, -0.487652], [-1.983436, -3.559697, 1.391826], [-1.750946, -2.075558, 1.848068], [-2.881005, -1.560865, 2.461526], [-1.276187, -3.931276, 0.299874], [-3.069585, -3.673867, 1.291712], [-1.736789, -4.230780, 2.227906], [-1.479827, -1.496765, 0.969259], [-0.925721, -2.120285, 2.571249], [-2.984979, -0.666353, 2.106239], [-1.887590, -4.125390, -0.457013]],
  "forces_ev_per_angstrom": [[-0.4, 0.4, 0.3], [-2.2, 2.7, 1.5], [1.7, -6.1, -0.7], [-0.5, 0.7, 0.5], [-0.7, 0.7, 0.1], [0.0, 0.5, -0.1], [1.3, 4.0, -1.0], [0.3, -0.7, 0.3], [0.1, -1.2, 0.0], [0.1, -0.5, -0.4], [0.4, 0.0, 0.8], [-0.4, 0.8, -0.6], [-0.3, 0.3, 0.0], [0.3, 0.1, -0.9], [-0.3, -0.4, 0.2], [0.3, -0.4, 0.1], [-0.3, -1.0, 0.1], [0.0, -0.3, -0.1], [0.0, 0.1, -0.1], [0.3, 0.0, 0.1], [-0.1, -0.3, 0.1], [0.1, -0.2, 0.2], [0.0, -0.1, -0.1], [-0.3, 0.7, 0.1], [0.6, 0.1, 0.0], [0.2, -0.6, 0.5], [-1.0, -0.4, -0.3], [0.5, 0.3, 0.2], [0.4, -0.1, 0.5], [0.2, 0.0, -0.1], [-0.3, 0.1, -0.2], [-0.7, -0.1, -0.3], [0.1, 0.3, -0.4], [0.1, 0.6, 0.1], [-0.1, 0.0, -0.1], [0.1, -0.1, 0.0], [0.4, 0.0, 0.0], [0.0, -0.2, -0.5], [0.0, -0.1, 0.3], [0.1, 0.4, 0.0], [0.8, 0.8, 0.6], [-0.5, 1.1, -0.6], [-0.1, -0.3, 0.5], [0.6, 0.9, -0.6], [0.1, -0.2, 0.2], [-0.3, -0.1, -0.1], [-0.4, -1.1, 0.2], [-0.3, -0.1, -0.4], [-0.1, -0.2, -0.3], [0.3, -0.3, 0.3], [-0.2, -0.4, 0.2], [-0.8, 0.5, 0.2], [0.6, 0.9, -0.3], [0.4, -0.6, -0.8], [0.5, 1.1, 1.3], [-0.6, -0.2, 0.2], [0.0, -0.2, 0.3], [-0.2, -0.9, -0.7], [0.1, 0.0, 0.4], [0.0, 0.2, -0.4], [-0.1, -0.4, -0.1], [0.1, -0.4, 0.0], [0.6, 0.9, -1.1], [-0.7, -1.4, 1.2], [0.2, 0.2, -0.8], [-0.2, 0.0, -0.3], [-0.1, -0.3, 0.3], [0.0, -0.2, 0.2], [0.1, 0.4, -0.3], [-0.1, 0.2, 0.2], [0.1, 0.1, 0.4], [-0.1, -0.1, 0.2], [-0.8, 0.5, -1.1], [0.2, -0.8, 1.0], [-0.1, 0.4, -0.4], [0.3, 0.2, 0.3], [0.0, -0.1, 0.0], [0.3, -0.3, -0.1], [0.6, 0.2, 0.1], [-0.3, 0.5, 0.0], [0.1, -0.4, -0.2], [0.1, -0.1, 0.2], [0.5, 0.5, 0.3], [0.6, -0.4, 0.1], [-0.2, 0.2, -0.3], [-0.1, 0.1, -0.1], [-0.1, -0.3, 0.2], [-0.1, -0.1, -0.1], [-0.1, 0.1, 0.0], [-0.1, -0.1, 0.1], [0.0, -0.1, 0.1], [-0.2, -0.2, 0.0], [-1.8, -1.5, 0.9], [0.7, 0.8, 0.0], [0.3, 0.1, -0.1], [0.4, 0.2, -0.6], [0.1, 0.2, -0.5], [0.5, 0.3, 0.2], [0.2, 0.0, -0.1], [0.2, 0.0, 0.0], [-0.5, -0.1, 0.1], [-0.3, 0.2, 0.1]]
}


No. 3
{
  "formula": "C20H19N5O5SYb",
  "method": "wB97M-V/def2-TZVPD",
  "charge": 1,
  "s_squared": 0.75,
  "spin_multiplicity": 2,
  "orbital_gap_ev": [8.835, 8.811],
  "lumo_energy_ha": [-0.1138, -0.1147],
  "e_above_lowest_ev": 0.127,
  "e_homo_ev": [-11.93, -11.93],
  "symbols": ["Yb", "O", "C", "C", "C", "N", "C", "C", "C", "O", "O", "C", "O", "O", "H", "H", "H", "N", "C", "C", "C", "C", "C", "C", "C", "C", "N", "C", "H", "H", "H", "H", "H", "H", "H", "H", "C", "N", "C", "C", "N", "C", "S", "H", "H", "H", "H", "H", "H", "H", "H"],
  "positions_angstrom": [[0.960095, 0.282772, 0.037642], [3.547346, -3.528395, -3.989937], [3.323694, -2.532114, -3.124642], [3.667029, -2.604126, -1.786389], [3.202975, -1.657497, -0.948996], [2.511631, -0.642135, -1.410069], [2.278711, -0.453087, -2.700869], [2.646416, -1.404765, -3.602166], [1.437496, 0.775101, -2.960907], [1.248794, 1.218920, -4.060752], [0.892284, 1.276165, -1.892875], [3.288147, -1.670271, 0.552285], [4.120266, -2.290428, 1.124805], [2.316500, -0.914781, 1.085616], [4.062909, -4.226105, -3.566053], [4.257978, -3.420024, -1.425907], [2.477459, -1.322516, -4.653389], [0.720299, 1.994197, 1.724968], [0.586204, 1.418311, 3.072589], [1.001090, 2.062332, 4.171915], [0.944937, 1.433459, 5.419166], [0.595671, 0.123463, 5.544700], [0.080207, -0.579066, 4.421074], [-0.324645, -1.920052, 4.405063], [-0.621873, -2.545925, 3.228336], [-0.497326, -1.826775, 2.023504], [-0.183624, -0.569994, 1.983190], [0.130539, 0.082750, 3.156948], [1.351597, 2.781216, 1.748006], [-0.180710, 2.353998, 1.431603], [1.390445, 3.088753, 4.113566], [1.208807, 2.005642, 6.276816], [0.652181, -0.372479, 6.505565], [-0.307065, -2.435521, 5.354153], [-0.849002, -3.605874, 3.171958], [-0.646424, -2.378813, 1.094946], [-4.924482, 1.015895, -1.129336], [-3.786950, 1.185071, -2.015890], [-3.943598, 1.910290, -3.256941], [-2.516029, 1.830149, -3.814421], [-1.722246, 1.694318, -2.589582], [-2.484583, 1.232054, -1.619393], [-1.927780, 0.626981, -0.109697], [-5.802360, 0.564490, -1.612263], [-5.234069, 1.994752, -0.751114], [-4.653462, 0.327029, -0.327620], [-4.324405, 2.881375, -3.043034], [-4.588905, 1.396256, -3.948291], [-2.246179, 2.657722, -4.435258], [-2.415483, 0.910211, -4.420465], [-0.720507, 1.777072, -2.452155]],
  "forces_ev_per_angstrom": [[-0.9, 0.6, 0.1], [0.3, 0.2, 0.0], [-0.4, 0.1, -0.4], [0.8, -1.2, -0.5], [-0.2, 0.4, 0.4], [-0.9, 1.1, 0.5], [-0.2, -0.1, 0.1], [0.5, -0.3, -0.5], [-0.1, 0.2, -0.6], [0.1, -0.2, -0.8], [0.1, 0.0, 1.0], [-1.4, 1.1, 0.2], [0.8, -0.7, 0.7], [1.4, -1.0, -0.1], [0.0, -0.1, -0.1], [0.2, -0.4, 0.3], [-0.3, 0.2, -0.4], [0.0, -0.4, 0.5], [0.1, -0.4, -1.6], [0.2, 1.3, 0.4], [0.2, -0.4, 0.2], [-0.8, -0.2, 0.0], [0.8, 1.0, -1.1], [0.1, -0.4, 0.3], [0.2, -0.2, 0.0], [-0.4, -0.9, 0.5], [0.5, 0.9, 0.4], [-0.5, -0.6, 0.0], [0.2, 0.2, 0.1], [-0.4, 0.2, -0.1], [-0.3, -0.5, 0.0], [0.4, 0.2, 0.6], [-0.1, 0.0, 0.0], [-0.2, -0.3, 0.0], [-0.1, 0.2, 0.2], [-0.1, 0.3, 0.0], [-0.1, -0.2, 0.2], [0.4, -0.4, 0.6], [0.9, -0.9, -0.5], [-0.1, -0.5, 0.0], [-0.6, 0.4, -0.2], [-0.8, -0.6, 0.1], [0.3, 0.1, -0.1], [0.5, 0.2, -0.4], [0.0, -0.1, 0.3], [0.1, 0.4, 0.1], [-0.2, 1.1, -0.1], [-0.6, -0.1, -0.1], [0.3, 0.6, -0.1], [0.0, 0.3, 0.3], [0.2, -0.1, -0.4]]
}